(1)
DFT (ωB97M-V with the def2-TZVPD basis set) results for C5H9N3O3Si in the gas phase.

```
21
Properties=species:S:1:pos:R:3:forces:R:3
C -1.5365 -2.4492 -1.0320 -1.6 0.3 -2.2
C -0.4593 -2.6124 -0.3073 1.4 0.1 1.7
C -0.1256 1.2456 -1.6933 1.9 -3.0 3.8
C -1.1776 2.4132 1.4034 0.3 -0.8 0.6
C 1.2593 -0.3453 1.5728 -1.8 3.5 -2.7
N 0.8255 0.1965 -1.1103 -1.5 -0.7 -0.3
N -0.4008 1.9641 0.5425 1.5 0.2 -2.2
N 2.3499 0.1136 0.6029 0.8 -2.3 2.2
O 1.8321 0.8851 -0.3080 0.3 2.8 -2.8
O -1.0295 1.6303 -0.6631 -1.1 0.7 0.2
O 2.5513 -1.2058 -0.0366 0.3 -1.0 -0.4
Si 0.8650 -1.3119 -0.0282 -0.6 2.0 -0.2
H -2.4124 -3.2032 -0.9096 1.4 1.7 -0.5
H -1.5151 -1.6146 -1.8486 -0.6 -1.7 1.5
H -0.5150 -3.3748 0.4792 0.3 0.0 -0.3
H -0.7276 0.6871 -2.3927 0.0 0.4 -0.6
H 0.5175 2.0459 -2.0296 -0.2 0.3 -0.4
H -2.2127 2.3126 1.1582 -1.0 0.7 0.7
H -0.6109 2.5589 2.3352 -1.1 0.4 -0.1
H 0.7922 0.6631 1.8344 -0.1 -1.7 -0.4
H 1.7303 -0.5985 2.4308 1.5 -1.9 2.4
```
Forces are in eV/Å.

Summary:
- calculated total energy (eV) = -23812.643
- total charge = 0
- energy relative to the best compared isomer or geometry (same formula, charge and spin) (kJ/mol) = 5.6

Löwdin atomic charge list, values in e, 8 entries: -0.073, -0.251, -0.138, -0.011, -0.095, -0.076, -0.045, -0.190

(2)
DFT (ωB97M-V with the def2-TZVPD basis set) results for a gas-phase ion, CHN2OS (charge -1).

```
6
Properties=species:S:1:pos:R:3:forces:R:3
N -1.0339 1.8251 -0.2062 -2.4 2.6 -0.9
C -0.6395 0.8059 0.1201 0.9 -0.6 0.1
N 0.3734 0.0069 0.3968 0.6 -0.8 -1.0
O 0.9204 0.2654 1.5316 0.7 -0.9 1.5
S -0.0435 -1.7119 -0.3349 0.3 0.4 -0.1
H 0.4230 -1.1914 -1.5074 -0.2 -0.6 0.5
```
Forces are in eV/Å.

Summary:
- calculated total energy (eV) = -16913.385
- total charge = -1
- energy relative to the best compared isomer or geometry (same formula, charge and spin) (kJ/mol) = 246.5
- SMILES string = N#CN([O-])S

Per-atom Löwdin charges, elementary charge units: 0.079, -0.513, -0.612, -0.285, 0.515, -0.184

(3)
DFT (ωB97M-V with the def2-TZVPD basis set) results for a molecular structure, C24H43BF4InP2.

```
75
Properties=species:S:1:pos:R:3:forces:R:3
In 1.7790 -0.7216 2.2806 -0.2 0.1 0.5
C -3.7647 -1.5639 2.8398 0.0 0.3 0.1
C -3.8469 -1.8855 1.4576 -0.1 0.2 0.1
C -2.0640 -3.0348 2.3626 -0.3 0.0 -0.5
C -2.6767 -2.2854 3.3966 -0.1 -0.3 0.4
C -2.7882 -2.7985 1.1571 0.7 -0.2 0.3
C -4.6486 -0.6260 3.5705 -0.1 0.2 0.1
H -5.2103 0.0023 2.8695 0.2 -0.1 0.3
H -4.0586 0.0199 4.2455 -0.2 -0.3 -0.2
H -5.3848 -1.1807 4.1777 0.3 0.2 -0.1
C -2.2836 -2.4344 4.8158 0.2 0.2 0.2
H -2.4000 -1.4944 5.3786 0.0 -0.4 -0.2
H -1.2348 -2.7748 4.8804 -0.5 0.3 0.1
H -2.9077 -3.2244 5.2836 0.2 0.4 -0.2
C -0.9602 -3.9900 2.5877 0.3 -0.5 0.1
H -1.2655 -4.7022 3.3882 0.3 0.4 -0.5
H -0.0420 -3.4698 2.9454 -0.5 -0.4 -0.2
H -0.7313 -4.5716 1.6781 0.0 0.3 0.5
C -2.4682 -3.4386 -0.1312 0.2 -0.3 -0.5
H -3.1156 -4.3165 -0.3034 0.1 0.3 0.0
H -1.4294 -3.8046 -0.1198 -0.4 0.1 -0.1
H -2.5829 -2.7609 -0.9892 -0.1 -0.2 0.3
C -4.8512 -1.3685 0.5047 -0.3 0.3 0.0
H -5.4728 -2.1837 0.0962 0.3 0.2 0.1
H -4.3579 -0.8497 -0.3362 -0.2 -0.3 0.2
H -5.5187 -0.6493 1.0041 0.2 -0.3 -0.3
C -1.2567 2.4291 1.1585 -0.2 -0.3 1.2
C -2.5156 1.9651 1.0780 0.6 2.2 -0.8
C -3.2393 2.0614 -0.2547 -0.6 -0.9 -0.6
C -2.6279 1.4443 -1.5347 0.0 0.1 -1.2
C -2.0180 0.0817 -1.3897 0.7 -0.3 0.5
C -0.8800 -0.0975 -0.6875 -0.5 -0.4 -0.5
C 0.1179 0.9853 -0.3569 0.1 0.4 0.8
C -0.2778 2.4349 0.0137 -0.4 0.3 -0.1
H -3.5327 3.0815 -0.5965 0.3 -0.3 0.9
H -1.9034 2.1248 -2.0244 -0.4 -0.3 0.4
H -4.1747 1.5421 -0.0626 -0.4 0.0 -0.4
H -0.6940 2.9511 -0.8629 0.4 0.1 0.4
H -0.8475 2.7895 2.1189 -0.2 -0.7 -0.3
H -3.1794 1.9109 1.9505 0.5 0.1 -0.2
H 0.6389 2.9674 0.3558 -0.6 -0.3 -0.5
H 0.6998 0.6966 0.5280 0.1 -0.4 -0.2
H -0.5129 -1.1158 -0.4373 -0.2 0.5 -0.6
H 0.8286 1.0257 -1.1812 0.1 -0.3 0.1
H -3.4284 1.3444 -2.2865 0.1 0.2 0.3
H -2.5406 -0.7292 -1.9417 0.4 0.3 0.9
P 3.4925 1.8053 -1.9403 -0.4 0.6 -0.4
P 4.8680 -0.4584 -3.2599 0.9 -0.5 -1.4
C 4.7764 2.3296 -3.2164 -0.4 0.1 0.2
C 5.7307 1.1809 -3.5061 -0.1 -0.4 0.4
H 5.3019 3.2224 -2.8552 -0.1 -0.1 -0.1
H 4.2447 2.6218 -4.1252 -0.1 -0.1 0.1
H 6.1949 1.2449 -4.5008 -0.1 0.0 0.3
H 6.5212 1.1712 -2.7526 0.2 0.1 -0.1
C 6.3340 -1.4984 -3.6943 0.1 -0.2 0.0
H 6.0090 -2.5423 -3.7840 0.1 0.2 -0.1
H 7.0368 -1.4484 -2.8554 0.0 0.0 -0.1
H 6.8590 -1.1961 -4.6142 -0.2 -0.1 0.2
C 4.0019 -0.5441 -4.9168 -0.2 -0.1 0.2
H 4.6465 -0.2250 -5.7590 -0.3 -0.1 0.5
H 3.0844 0.0670 -4.8968 0.3 -0.1 -0.1
H 3.6875 -1.5903 -5.0691 0.1 0.4 -0.1
C 3.9940 2.8722 -0.5406 0.0 0.0 0.0
H 3.1904 2.8576 0.2065 0.2 0.1 0.0
H 4.1822 3.8981 -0.8839 0.0 -0.2 0.3
H 4.9025 2.4445 -0.0966 -0.2 0.2 0.0
C 2.0517 2.7656 -2.5788 0.0 0.4 0.0
H 1.7957 2.4172 -3.5879 0.1 0.1 0.2
H 2.2743 3.8422 -2.6074 -0.1 -0.2 -0.1
H 1.1786 2.6046 -1.9352 0.4 0.3 -0.4
F -0.6480 0.0077 2.9993 0.4 -0.2 -0.1
B -0.1760 0.5187 4.2558 0.2 0.6 0.6
F 0.9300 -0.4036 4.6226 -0.4 0.5 -0.6
F 0.3525 1.8163 4.0753 -0.4 -1.3 0.1
F -1.1882 0.4329 5.1896 0.4 0.1 -0.3
```
Forces are in eV/Å.

Summary:
- calculated total energy (eV) = -60879.744
- total charge = +1

Löwdin atomic charge list, values in e, 8 entries: 1.130, -0.108, -0.108, -0.141, -0.117, -0.125, 0.012, 0.080